Record 1
ORCA calculation (ωB97M-V/def2-TZVPD) on C40H36BBrIN13O2S4Sr as an isolated structure.

Structure (XYZ):
```
99
Properties=species:S:1:pos:R:3:forces:R:3
Sr 0.310468 0.011682 -0.474158 -0.110 0.087 -0.598
C -4.192426 2.195200 -4.038377 0.004 0.006 0.048
S -4.136427 2.859518 -2.367625 -0.006 0.017 -0.031
C -2.882975 1.873571 -1.576422 0.013 0.024 0.029
S -2.135993 0.581227 -2.391034 0.006 0.111 0.075
N -2.682351 2.355482 -0.373167 -0.025 -0.052 -0.057
N -1.824092 1.609377 0.380052 0.300 0.082 0.037
C -1.430632 2.161971 1.461207 0.117 -0.160 0.205
C -0.583339 1.424431 2.420233 -0.051 0.014 -0.052
C -0.112885 2.063221 3.562737 -0.044 -0.001 -0.003
C 0.659283 1.348849 4.463443 0.013 -0.019 0.013
C 0.927507 0.015351 4.211108 -0.008 0.017 0.029
C 0.433519 -0.540473 3.039341 0.015 0.024 -0.064
N -0.293450 0.140757 2.160400 0.091 0.045 -0.006
H -4.926022 2.805771 -4.566128 -0.009 0.000 -0.022
H -4.503455 1.153717 -4.036292 0.001 0.000 -0.020
H -3.222143 2.276963 -4.523430 -0.008 -0.003 -0.004
H -1.722696 3.178748 1.725438 -0.095 -0.017 -0.055
H -0.338268 3.110195 3.719227 -0.007 -0.001 0.018
H 1.062628 1.831489 5.345037 -0.004 0.011 0.001
H 1.540409 -0.578080 4.876294 0.007 -0.005 -0.014
H 0.654345 -1.570836 2.778774 0.003 0.001 0.020
C 7.440943 -2.052769 -2.259649 -0.024 0.028 0.013
O 7.854943 -2.744829 -1.087066 0.027 -0.031 0.003
C 7.577435 -2.150896 0.102515 -0.013 0.042 0.063
C 7.822382 -2.912005 1.243840 -0.014 0.011 -0.028
C 7.535992 -2.393569 2.491892 0.018 -0.020 0.022
C 6.975637 -1.128464 2.627909 -0.017 -0.038 0.014
C 6.794379 -0.350081 1.488339 -0.029 0.027 0.029
C 7.088887 -0.850330 0.228725 0.061 -0.029 -0.029
N 6.716487 -0.703736 3.979846 0.002 0.018 -0.079
N 5.708079 -0.045466 4.295479 -0.030 0.009 0.036
C 4.666636 0.252723 3.362205 0.054 -0.011 0.015
C 4.302530 1.573761 3.256936 -0.047 0.058 -0.011
C 3.432166 2.029389 2.267749 0.076 0.014 -0.027
C 2.855065 1.156166 1.334156 -0.057 0.047 0.061
O 2.057850 1.542731 0.415940 -0.215 -0.112 -0.026
C 3.162298 -0.264649 1.507603 -0.071 0.158 -0.096
N 2.526930 -1.123269 0.664932 -0.090 -0.012 0.248
C 2.705140 -2.413225 0.824227 0.004 -0.086 -0.042
C 3.508681 -2.952544 1.846257 0.048 0.040 -0.063
C 4.161896 -2.105549 2.690822 0.053 0.004 0.027
C 4.023511 -0.707669 2.531084 0.080 -0.060 -0.033
H 7.672919 -2.714369 -3.090355 0.007 0.011 -0.018
H 7.965153 -1.102894 -2.376717 0.008 -0.016 -0.010
H 6.370613 -1.842471 -2.238838 0.005 -0.008 0.004
H 8.226060 -3.909808 1.128976 -0.005 -0.003 -0.006
H 7.721887 -2.975030 3.387357 -0.005 -0.006 -0.005
H 6.392467 0.651639 1.565365 -0.006 -0.011 0.002
H 6.910969 -0.227068 -0.639825 -0.039 -0.016 0.002
H 4.765932 2.280339 3.938104 0.000 0.003 0.004
H 3.183477 3.080560 2.190653 -0.001 0.006 0.002
H 2.161865 -3.063619 0.149252 -0.006 -0.025 0.009
H 3.590325 -4.026497 1.946841 0.009 -0.003 -0.013
H 4.779260 -2.493747 3.491218 0.007 0.005 0.007
C -3.115341 -2.895789 -2.130699 0.012 -0.011 -0.005
N -2.674319 -3.783939 -1.075836 -0.039 0.018 -0.059
C -3.462999 -4.721919 -0.438701 0.042 0.016 0.020
C -2.686295 -5.291748 0.501813 -0.061 -0.064 0.007
N -1.436574 -4.719583 0.448707 0.041 0.092 0.008
B -0.315177 -5.062698 1.448497 -0.007 -0.072 0.055
N -0.347397 -4.176820 2.771208 0.090 0.000 -0.071
C 0.756275 -4.262329 3.594182 -0.014 0.065 0.025
C 0.505978 -3.590300 4.735542 0.043 0.006 -0.026
N -0.769624 -3.077188 4.610487 0.009 0.003 0.017
C -1.437705 -2.272316 5.601676 -0.024 0.000 0.003
C -1.301722 -3.450260 3.399625 -0.057 0.016 0.002
S -2.860313 -3.026552 2.890001 -0.003 -0.039 -0.016
C -1.431243 -3.796558 -0.538291 -0.023 0.086 -0.009
S -0.124898 -2.886012 -1.165129 -0.041 -0.182 0.084
H -3.943336 -3.367175 -2.659018 -0.006 0.002 0.001
H -2.287077 -2.715352 -2.811939 -0.006 -0.006 -0.011
H -3.428057 -1.934451 -1.725094 0.004 0.004 -0.003
H -4.498088 -4.861913 -0.691091 -0.008 0.002 -0.004
H -2.921855 -6.033659 1.241571 0.006 0.000 0.008
H 0.767587 -4.894375 0.946472 0.022 -0.028 0.019
H -0.477666 -6.217413 1.800459 -0.033 -0.005 -0.021
H 1.636146 -4.794516 3.280816 -0.010 -0.005 0.008
H 1.116516 -3.407745 5.602206 0.005 0.000 0.006
H -0.821777 -1.411448 5.864796 0.006 0.003 0.006
H -1.646957 -2.860721 6.498115 -0.010 -0.001 0.001
H -2.375296 -1.930932 5.167183 0.010 -0.004 0.001
Br 1.332147 6.141158 -4.883352 -0.002 0.008 -0.010
C 2.495193 5.221752 -3.694432 0.025 -0.002 0.003
C 3.813263 5.653675 -3.638984 -0.003 0.014 -0.016
C 4.710129 5.015428 -2.799416 -0.012 -0.010 -0.002
C 4.283756 3.959475 -2.007294 0.037 0.021 0.002
C 2.965114 3.538256 -2.058016 0.064 -0.015 0.032
C 2.059038 4.158612 -2.914288 -0.090 -0.006 -0.075
I 0.128311 3.371040 -3.003641 0.045 0.024 0.130
H 4.127445 6.478899 -4.263702 -0.001 0.000 0.001
H 5.743344 5.337406 -2.774464 0.003 0.000 0.004
H 4.981205 3.438268 -1.365759 -0.009 -0.023 0.003
H 2.644292 2.722479 -1.421762 -0.062 -0.040 0.000
N 1.654073 0.124582 -2.765853 -0.027 -0.045 0.219
C 2.729614 0.265262 -3.190572 0.009 -0.065 0.229
N 3.886466 0.390597 -3.759164 0.028 0.002 -0.369
C 4.974992 0.665105 -3.095605 0.025 0.063 0.182
N 5.998238 0.904548 -2.592805 0.030 0.002 -0.001
```
Forces are in eV/Å.

Properties
Relative energy (zero: lowest compared OMol25 entry of this formula, charge and spin) = 0.00 kJ/mol
HOMO level = -2.8 eV
Frontier orbital gap = 6.5 eV
Total charge = -2
Multiplicity = 1

Atom charges from the Löwdin analysis, given in e for atoms 1 to 5: Sr 1.066; C -0.482; S 0.775; C -1.188; S 0.451



Record 2
ORCA calculation (ωB97M-V/def2-TZVPD) on a 2-piece molecular cluster, C2H5N6O overall.

Structure (XYZ):
```
14
Properties=species:S:1:pos:R:3:forces:R:3
C 1.210913 1.695753 1.370344 -4.346 -3.098 -0.819
C -0.559483 -1.967059 -1.366154 -3.155 3.372 -3.652
N 0.222394 2.205356 2.022366 2.885 1.266 -1.792
N -0.913086 1.544778 2.212036 -0.842 -0.953 1.496
N -1.633844 0.928623 1.460372 -0.493 1.304 2.686
N -1.353294 0.531461 0.215378 1.523 -1.332 -2.344
N -0.212998 0.082069 -0.016155 1.252 -0.079 -1.331
N 1.011833 0.473971 0.576580 0.446 -0.569 -0.342
O 0.172442 -1.744198 -2.390472 1.836 -2.833 4.221
H 2.215762 1.914708 1.273242 1.796 1.569 0.583
H -1.679467 -1.629582 -1.389047 2.212 -0.450 0.381
H -0.235995 -2.744929 -0.789703 1.204 -1.434 2.263
H 1.857681 0.090937 -0.005134 -2.394 0.996 1.616
H -0.102859 -1.381888 -3.173653 -1.924 2.241 -2.967
```
Forces are in eV/Å.

Properties
Relative energy (zero: lowest compared OMol25 entry of this formula, charge and spin) = 679.61 kJ/mol
HOMO level = -13.4 eV
Frontier orbital gap = 7.2 eV
Total charge = +1
Multiplicity = 1

Atom charges from the Löwdin analysis, given in e for atoms 1 to 5: C -0.068; C 0.159; N 0.060; N 0.011; N 0.027



Record 3
ORCA calculation (ωB97M-V/def2-TZVPD) on a 2-piece molecular cluster, C3H4N2O overall.

Structure (XYZ):
```
10
Properties=species:S:1:pos:R:3:forces:R:3
C -1.093184 -0.772394 1.457630 0.528 1.982 -0.485
C 0.207905 0.643343 -0.141592 -1.161 -0.015 2.865
C 0.710612 -0.241150 -1.219864 1.850 -0.437 0.650
N 0.716681 1.899344 0.485801 -1.509 -1.438 -1.202
N -0.387429 1.921254 -0.120920 1.162 0.257 0.094
O -0.566898 -1.727022 1.891416 -0.381 0.161 -0.309
H -2.106513 -0.294207 1.892162 1.556 -0.685 -0.900
H -0.183366 -0.410096 -1.840614 0.767 -0.370 -0.241
H 1.022483 -1.183214 -0.606783 -0.499 1.311 -1.625
H 1.679708 0.164142 -1.797237 -2.313 -0.766 1.151
```
Forces are in eV/Å.

Properties
Relative energy (zero: lowest compared OMol25 entry of this formula, charge and spin) = 654.87 kJ/mol
HOMO level (alpha / beta) = -8.1 / -8.1 eV
Frontier orbital gap (alpha / beta) = 8.0 / 8.0 eV
Multiplicity = 1

Atom charges from the Löwdin analysis, given in e for atoms 1 to 5: C -0.100; C -0.373; C -0.110; N 0.119; N 0.066



Record 4
ORCA calculation (ωB97M-V/def2-TZVPD) on a 2-piece molecular cluster, C2H5N3S overall.

Structure (XYZ):
```
11
Properties=species:S:1:pos:R:3:forces:R:3
C 1.468155 -0.231614 -1.489822 1.658 -2.369 0.338
N 1.637191 0.749868 -0.753092 -0.118 1.357 1.837
N 1.593874 1.318229 0.299022 -0.480 -0.259 0.497
S 2.456492 2.349971 1.142926 0.628 0.415 -0.001
H 1.958791 -1.245139 -1.185105 -1.256 1.747 -0.931
H 0.971142 0.095750 -2.353526 -0.490 -0.895 -1.710
C -1.968958 -0.977094 1.082965 -2.356 0.997 1.318
N -1.711569 -0.209771 0.148935 1.094 1.791 -1.511
H -1.244216 -1.715580 1.160488 0.498 -2.234 0.951
H -2.887970 -0.755693 1.729017 1.552 -0.934 -0.221
H -2.272932 0.621074 0.218192 -0.730 0.384 -0.567
```
Forces are in eV/Å.

Properties
Relative energy (zero: lowest compared OMol25 entry of this formula, charge and spin) = 517.43 kJ/mol
HOMO level = -7.8 eV
SMILES = C=NN=S.C=N
Frontier orbital gap = 7.9 eV
Multiplicity = 1

Atom charges from the Löwdin analysis, given in e for atoms 1 to 5: C -0.009; N -0.122; N -0.560; S 0.482; H 0.123



Record 5
ORCA calculation (ωB97M-V/def2-TZVPD) on C4H6Cl2FN in the gas phase.

Structure (XYZ):
```
14
Properties=species:S:1:pos:R:3:forces:R:3
C 0.306858 -0.728140 1.268719 1.187 0.424 1.714
C 0.190951 -0.056472 -0.060515 1.190 -0.986 -1.306
N 1.310673 -0.043973 -1.025822 -1.542 0.481 0.862
C -1.099517 -0.117711 -0.847271 -0.416 -0.568 -0.556
Cl -2.434556 -1.145706 -0.461102 -0.324 0.033 0.412
C -0.710691 1.105883 -0.157994 -0.304 1.931 1.474
F -1.359813 1.455158 1.025920 0.398 -0.284 -1.255
Cl -0.200307 2.558579 -1.024578 -0.386 -0.371 0.245
H -0.524143 -0.415557 1.927551 0.328 -0.629 -0.369
H 1.225775 -0.341244 1.780718 -0.631 0.061 -0.412
H 0.504173 -1.815935 1.311733 -0.696 0.408 -0.611
H 2.020775 0.588254 -0.736009 0.690 0.517 0.308
H 1.690410 -0.953517 -1.101318 0.475 -1.031 -0.082
H -0.920588 -0.089617 -1.900032 0.030 0.014 -0.424
```
Forces are in eV/Å.

Properties
Relative energy (zero: lowest compared OMol25 entry of this formula, charge and spin) = 85.63 kJ/mol
HOMO level = -9.9 eV
SMILES = C[C@@]1(N)[C@@H](Cl)[C@]1(F)Cl
Frontier orbital gap = 10.6 eV
Multiplicity = 1

Atom charges from the Löwdin analysis, given in e for atoms 1 to 5: C -0.034; C -0.518; N 0.085; C -0.628; Cl 0.684